No. 1
{"formula": "C3H9NO2", "method": "wB97M-V/def2-TZVPD", "homo_lumo_gap_ev": 4.953, "max_force_ev_per_a": 7.32, "lumo_ha": -0.145, "de_lowest_kcal_mol": 192.0, "e_tot_ev": -8834.6279, "symbols": ["C", "C", "C", "N", "O", "H", "H", "H", "H", "H", "H", "H", "H", "H", "O"], "coordinates": [[0.98553, -0.25468, 0.60204], [-0.36787, -0.67974, 0.23181], [-0.94118, -0.05658, -0.82917], [-0.57255, 1.11783, -1.49740], [0.54542, -2.83531, 1.07854], [1.66288, -0.83356, 0.02042], [1.14310, 0.80294, 0.31988], [1.20964, -0.44744, 1.63724], [-1.79781, -0.58663, -1.26677], [-0.73171, -1.61639, 0.74820], [-0.30977, 1.90605, -0.76033], [-1.07382, 1.32570, -2.31675], [0.46274, -3.77010, 1.22882], [-0.23749, 3.42478, 0.44448], [0.02290, 2.50312, 0.35898]], "forces_ev_per_a": [[-1.0, 1.0, 0.6], [3.1, -1.0, 3.2], [-2.0, 3.4, -6.1], [-0.6, -5.9, 2.9], [0.0, 1.3, -0.5], [0.9, -0.9, -0.7], [0.0, -0.4, 0.1], [0.0, -0.1, 0.2], [0.3, 0.1, -0.2], [-0.1, 0.9, -0.1], [1.6, 2.4, 2.3], [-1.2, 0.1, -1.0], [-0.4, -0.8, -0.1], [0.0, -0.1, -0.1], [-0.5, -0.1, -0.6]]}

No. 2
{"formula": "C3H7ClO", "method": "wB97M-V/def2-TZVPD", "homo_lumo_gap_ev": 10.407, "max_force_ev_per_a": 7.13, "lumo_ha": 0.012, "de_lowest_kcal_mol": 112.0, "e_tot_ev": -17789.1726, "symbols": ["C", "C", "C", "H", "H", "H", "H", "H", "H", "H", "O", "Cl"], "coordinates": [[-1.50547, -0.71360, -0.00733], [-0.16199, -0.56755, 0.65371], [-0.12039, 0.88076, 1.08826], [-1.63850, 0.68690, -0.19152], [-2.58933, -1.28233, 0.72157], [-1.24695, -1.60292, -0.98442], [0.19723, -1.34859, 1.45095], [0.82911, 0.80467, 1.69241], [-0.95296, 1.06157, 1.77354], [-0.63327, 2.57538, 0.29762], [-0.23333, 1.59965, -0.12962], [1.09579, -0.66409, -0.83123]], "forces_ev_per_a": [[-2.7, -1.6, -1.3], [0.2, -1.6, 0.0], [2.2, -2.3, 1.3], [-0.8, -5.1, -0.8], [3.8, 1.9, -2.0], [-1.7, 3.3, 2.7], [-0.7, 1.6, -1.7], [-0.4, 1.9, -0.8], [0.0, 0.0, -0.1], [1.9, -3.8, -2.5], [-1.2, 6.1, 3.5], [-0.6, -0.3, 1.7]]}

No. 3
{"formula": "C22H44BeN3OP2", "method": "wB97M-V/def2-TZVPD", "homo_lumo_gap_ev": 5.799, "max_force_ev_per_a": 3.98, "lumo_ha": -0.123, "de_lowest_kcal_mol": 27.5, "e_tot_ev": -49018.4787, "total_charge": 1, "symbols": ["Be", "P", "P", "N", "C", "H", "H", "C", "H", "H", "C", "H", "H", "C", "H", "H", "C", "C", "H", "H", "H", "C", "C", "H", "H", "H", "C", "C", "H", "H", "H", "C", "C", "H", "H", "H", "C", "C", "H", "H", "H", "C", "H", "H", "H", "C", "H", "H", "H", "C", "H", "H", "H", "H", "H", "H", "H", "O", "H", "H", "N", "C", "C", "C", "C", "C", "N", "H", "H", "H", "H", "H", "H"], "coordinates": [[1.55661, 0.56757, 0.48176], [-0.61500, -1.80601, -1.84654], [0.00916, 2.42113, 0.91720], [1.36245, 0.80788, -1.10217], [1.05605, -1.44653, -2.34950], [1.71324, -2.14956, -1.80787], [1.10103, -1.78393, -3.38813], [1.66132, -0.00926, -2.25714], [2.76830, -0.08803, -2.18675], [1.39901, 0.47117, -3.24039], [1.38119, 2.24680, -1.49740], [0.54033, 2.63234, -2.18495], [2.34535, 2.41407, -2.06335], [1.35806, 3.05533, -0.19908], [1.22133, 4.11747, -0.41135], [2.31666, 2.98311, 0.31716], [0.19841, 3.49139, 2.49031], [0.91143, 2.67208, 3.56687], [1.93028, 2.38857, 3.29618], [0.34971, 1.75592, 3.79282], [0.96207, 3.25596, 4.49683], [-1.34481, 3.30497, -0.06801], [-2.76230, 2.95929, 0.40078], [-3.46364, 3.30968, -0.37347], [-3.01537, 3.47097, 1.34245], [-2.88420, 1.87792, 0.49186], [-1.73471, -2.51978, -3.10382], [-3.04729, -3.05168, -2.48568], [-3.80840, -3.15707, -3.27701], [-3.45829, -2.34978, -1.73514], [-2.91446, -4.04034, -2.01538], [-0.43189, -2.94571, -0.40356], [-1.63434, -3.09958, 0.53779], [-1.28771, -3.57817, 1.46914], [-2.40809, -3.73454, 0.10257], [-2.07624, -2.12052, 0.79045], [-1.48065, -0.10666, -1.72462], [-1.07879, 4.81545, -0.18341], [-0.53034, 5.21243, 0.67897], [-0.49711, 5.04249, -1.08526], [-2.02641, 5.35564, -0.26042], [-1.01340, -3.53718, -3.99795], [-1.67650, -3.84194, -4.82275], [-0.11311, -3.09786, -4.45570], [-0.70650, -4.43551, -3.44729], [0.07683, -4.32693, -0.86301], [0.37289, -4.91431, 0.01155], [-0.70122, -4.88597, -1.39406], [0.96160, -4.24668, -1.51763], [-1.12811, 4.01523, 3.04546], [-1.85115, 3.19616, 3.16235], [-0.95005, 4.43776, 4.04803], [-1.58716, 4.80211, 2.43443], [0.83978, 4.33657, 2.18072], [0.37252, -2.46309, 0.18298], [-1.22528, 2.84284, -1.06977], [-2.01816, -1.66044, -3.73680], [-2.26330, -0.02725, -0.67151], [-0.72414, 0.55185, -1.60990], [-1.72026, 0.25744, -2.74460], [4.20368, -0.63007, 1.23771], [3.12022, -1.07674, 1.92213], [3.21583, -2.13134, 2.85476], [2.06387, -2.58652, 3.49110], [0.84489, -1.97628, 3.17585], [0.78432, -0.97835, 2.23272], [1.91049, -0.51009, 1.62370], [5.11430, -1.05037, 1.39905], [4.12053, 0.11175, 0.55140], [4.20083, -2.57893, 3.04733], [2.10060, -3.42762, 4.22809], [-0.10657, -2.31152, 3.65170], [-0.16027, -0.49924, 1.92717]], "forces_ev_per_a": [[-1.8, 1.0, -2.1], [-1.9, 1.2, 0.1], [0.1, 1.2, 0.1], [0.1, 0.9, 0.8], [1.5, -0.6, -0.3], [-0.2, 0.2, -0.1], [0.4, 0.2, -0.1], [0.5, -0.4, -0.5], [-0.4, -0.5, -1.0], [0.2, 0.0, 1.1], [0.3, -0.2, -0.1], [0.9, -1.1, 0.9], [-0.9, 0.2, 0.5], [0.3, 0.5, -0.1], [0.0, -0.1, 0.1], [0.3, -0.1, 0.1], [0.3, -0.2, -0.7], [-0.1, 0.0, 0.2], [0.0, 0.0, -0.1], [0.1, 0.1, 0.0], [0.1, -0.2, -0.2], [-0.2, -1.0, -0.2], [-0.2, 0.3, 0.0], [0.1, -0.1, 0.3], [0.0, -0.2, -0.4], [0.0, 0.1, 0.0], [0.4, -0.7, -0.8], [-0.1, 0.1, 0.2], [0.4, 0.0, 0.2], [0.3, -0.3, -0.3], [0.0, 0.4, -0.2], [0.0, 0.1, 0.3], [-0.1, 0.5, 0.3], [-0.1, 0.1, -0.3], [0.1, 0.1, 0.1], [0.1, -0.3, -0.2], [-0.7, -0.6, 1.2], [0.2, 0.0, -0.1], [-0.2, 0.0, -0.3], [-0.2, 0.1, 0.2], [0.1, -0.1, 0.0], [-0.2, -0.2, -0.4], [0.2, 0.0, 0.3], [-0.3, -0.2, 0.1], [-0.1, 0.2, -0.2], [0.3, 0.2, -0.2], [-0.1, 0.1, -0.1], [0.1, 0.1, 0.2], [-0.3, -0.1, 0.2], [-0.1, 0.0, 0.2], [0.1, 0.2, 0.0], [0.0, -0.1, -0.3], [0.1, -0.3, 0.2], [-0.2, -0.2, 0.3], [-0.2, -0.1, -0.3], [-0.1, 0.2, 0.5], [0.3, -0.2, 0.3], [-1.5, -0.4, 0.4], [3.5, 1.9, 0.6], [-1.3, -1.1, -0.6], [0.1, -0.1, 0.2], [-0.4, 0.0, -0.4], [-0.2, -0.3, 0.3], [0.7, -0.1, 0.0], [-1.6, -0.3, 0.3], [0.0, -0.2, 0.6], [0.6, -0.8, 0.5], [-0.5, 0.3, -0.1], [0.1, -0.3, 0.2], [-0.6, 0.2, -0.1], [0.0, 0.9, -0.8], [1.0, 0.3, -0.5], [0.5, -0.2, 0.2]]}